DFT (the ωB97M-V functional and the def2-TZVPD basis) results for C36H53CeNP2 as an isolated structure.

Geometry as XYZ:
```
93
Properties=species:S:1:pos:R:3:lowdin_charge:R:1
Ce 0.05 -1.15 1.00 1.030
C -1.72 -1.65 2.74 -0.335
C -2.35 -1.82 1.45 -0.342
C -0.75 -3.50 1.72 -0.299
C -0.75 -2.70 2.91 -0.297
C -1.73 -2.97 0.82 -0.331
C -2.03 -0.63 3.78 -0.024
H -2.83 0.04 3.45 0.075
H -1.15 0.00 4.04 0.092
H -2.35 -1.11 4.71 0.102
C 0.11 -2.91 4.10 -0.003
H -0.22 -2.29 4.93 0.086
H 1.16 -2.68 3.89 0.072
H 0.09 -3.96 4.44 0.104
C 0.05 -4.72 1.47 -0.013
H 0.28 -5.26 2.41 0.097
H 1.00 -4.47 0.97 0.072
H -0.49 -5.42 0.81 0.089
C -2.13 -3.62 -0.45 -0.036
H -2.49 -4.64 -0.26 0.101
H -1.29 -3.71 -1.16 0.070
H -2.95 -3.08 -0.94 0.074
C -3.55 -1.12 0.95 -0.031
H -4.46 -1.72 1.14 0.109
H -3.49 -0.95 -0.13 0.066
H -3.69 -0.15 1.46 0.055
C -0.66 4.99 -0.86 -0.138
C -1.84 5.11 -0.24 -0.144
C -3.11 5.56 -0.90 -0.175
C -3.32 5.07 -2.37 -0.174
C -2.79 3.71 -2.72 -0.117
C -1.61 3.48 -3.31 -0.152
C -0.49 4.47 -3.40 -0.166
C -0.39 5.50 -2.24 -0.169
H -3.15 6.66 -0.92 0.125
H -2.89 5.82 -3.05 0.106
H -3.98 5.25 -0.30 0.109
H -1.04 6.35 -2.47 0.106
H 0.23 4.66 -0.34 0.084
H -1.90 5.06 0.86 0.110
H 0.65 5.88 -2.24 0.123
H 0.47 3.92 -3.47 0.110
H -1.44 2.54 -3.85 0.098
H -0.56 5.04 -4.34 0.126
H -4.41 5.06 -2.55 0.118
H -3.51 2.89 -2.58 0.108
P -0.82 1.53 0.59 0.824
P -0.65 -0.82 -1.91 0.832
C -0.38 1.91 -1.18 -0.386
C 0.14 0.84 -2.13 -0.366
H 0.33 2.75 -1.15 0.075
H -1.33 2.32 -1.53 0.038
H -0.05 1.16 -3.17 0.076
H 1.23 0.73 -2.03 0.067
C 0.30 -1.92 -2.99 -0.228
H -0.11 -2.94 -2.90 0.047
H 1.36 -1.96 -2.71 0.031
H 0.22 -1.59 -4.03 0.064
C -2.23 -0.66 -2.78 -0.240
H -2.07 -0.27 -3.79 0.058
H -2.91 0.01 -2.23 0.038
H -2.70 -1.66 -2.84 0.050
C 0.24 2.69 1.51 -0.237
H 0.07 2.53 2.58 0.053
H -0.01 3.73 1.27 0.024
H 1.29 2.48 1.28 0.060
C -2.52 2.14 0.83 -0.229
H -3.24 1.51 0.29 0.040
H -2.62 3.17 0.48 0.011
H -2.74 2.09 1.90 0.061
C 4.42 -1.78 -2.59 -0.091
C 3.93 -0.59 -2.04 -0.091
C 3.17 -0.61 -0.87 -0.074
C 2.92 -1.85 -0.22 -0.331
C 3.37 -3.05 -0.82 -0.013
C 4.12 -3.00 -1.99 -0.072
N 2.35 -1.86 1.07 -0.182
C 3.23 -2.17 2.13 -0.310
C 3.20 -3.44 2.74 -0.050
C 4.25 -3.84 3.56 -0.077
C 5.33 -2.98 3.79 -0.092
C 5.32 -1.69 3.25 -0.081
C 4.26 -1.28 2.45 -0.028
H 5.03 -1.74 -3.50 0.109
H 4.13 0.37 -2.52 0.109
H 2.83 0.31 -0.39 0.105
H 3.14 -3.99 -0.32 0.114
H 4.48 -3.93 -2.43 0.109
H 2.36 -4.10 2.53 0.083
H 4.23 -4.83 4.01 0.106
H 6.17 -3.31 4.40 0.105
H 6.15 -1.00 3.45 0.106
H 4.24 -0.28 2.02 0.108
```

Results
Calculated total energy ... -71182.5406 eV
Multiplicity ... 2
M ... 701.9 g mol⁻¹
Net charge ... +1
⟨S²⟩ ... 0.751
Frontier orbital gap (spin up / spin down) ... 7.247 / 7.284 eV
HOMO (spin up / spin down) ... -9.933 / -9.936 eV
Strongest force on any atom ... 4.13 eV Å⁻¹